Record 1
Computed, not measured: a structure of composition C22H58CrN5O7, with wB97M-V/def2-TZVPD.

Each line ends with the Löwdin spin population.
Element x y z (Å)
Cr -24.020 13.251 13.179  3.2920
C -24.680 17.303 12.166  -0.0091
C -24.354 15.807 12.528  -0.0089
O -24.930 14.899 11.964  -0.0300
O -23.685 15.392 13.474  -0.2201
H -24.557 18.039 12.960  -0.0003
H -25.703 17.278 11.789  -0.0017
H -24.239 17.568 11.205  0.0001
C -24.472 17.338 16.277  -0.0006
C -25.141 16.182 17.042  0.0000
C -26.406 16.670 17.894  -0.0001
O -26.890 15.585 18.771  0.0000
C -27.713 16.088 19.764  0.0000
N -25.585 15.290 16.120  0.0004
H -24.110 18.129 16.933  -0.0001
H -24.914 17.671 15.337  0.0000
H -23.504 16.973 15.934  -0.0003
H -24.412 15.589 17.594  0.0000
H -27.182 17.049 17.229  0.0000
H -25.945 17.538 18.364  0.0000
H -28.337 15.382 20.312  0.0000
H -28.292 16.927 19.380  0.0000
H -26.957 16.455 20.459  0.0000
H -26.314 14.794 16.612  0.0000
H -26.114 15.867 15.481  0.0001
C -27.498 11.487 13.846  0.0008
C -27.094 12.919 13.595  0.0045
C -28.239 13.817 14.010  -0.0004
O -27.694 15.138 14.036  0.0007
C -28.739 16.127 14.139  0.0000
N -25.774 13.137 14.217  -0.0015
H -28.361 11.238 13.228  0.0001
H -27.772 11.432 14.900  0.0001
H -26.804 10.685 13.593  0.0002
H -26.914 13.117 12.538  0.0007
H -28.555 13.701 15.047  0.0001
H -29.127 13.671 13.395  -0.0001
H -29.580 16.029 13.453  0.0000
H -28.413 17.155 13.979  0.0000
H -29.182 16.079 15.134  0.0000
H -26.093 14.038 14.544  0.0043
H -25.889 12.636 15.086  0.0019
C -21.801 13.973 17.022  -0.0027
C -21.724 13.567 15.532  0.0001
C -20.706 12.450 15.213  0.0005
O -20.610 12.199 13.797  0.0015
C -19.479 11.376 13.488  0.0001
N -23.097 13.222 15.109  -0.0178
H -20.823 14.313 17.364  -0.0007
H -22.090 13.151 17.677  0.0001
H -22.531 14.770 17.159  0.0000
H -21.391 14.444 14.976  -0.0003
H -21.068 11.535 15.682  0.0001
H -19.766 12.763 15.666  0.0001
H -19.760 10.718 12.666  0.0000
H -19.090 10.776 14.310  0.0000
H -18.691 11.968 13.021  0.0000
H -23.576 13.804 15.781  0.0019
H -23.457 12.369 15.513  0.0047
C -21.756 14.729 9.966  0.0008
C -22.148 13.352 10.686  0.0038
C -21.099 12.339 10.073  -0.0014
O -21.483 11.004 10.456  0.0003
C -21.352 10.101 9.423  -0.0001
N -22.107 13.528 12.181  -0.0274
H -21.940 14.726 8.892  0.0001
H -20.721 15.003 10.175  0.0002
H -22.374 15.567 10.289  0.0001
H -23.174 13.092 10.423  0.0012
H -20.058 12.466 10.371  0.0001
H -21.071 12.545 9.003  -0.0002
H -20.345 9.757 9.186  0.0000
H -21.703 10.457 8.454  0.0000
H -21.927 9.181 9.528  0.0000
H -21.546 14.368 12.197  0.0004
H -21.586 12.746 12.551  0.0028
C -28.433 15.228 10.853  -0.0001
C -28.075 14.725 9.418  -0.0001
C -26.514 14.723 9.131  -0.0004
O -26.171 14.668 7.715  -0.0002
C -24.877 14.152 7.537  0.0000
N -28.819 13.396 9.075  0.0000
H -29.490 15.437 11.019  0.0000
H -27.940 16.200 10.884  0.0000
H -27.884 14.708 11.638  -0.0001
H -28.358 15.431 8.638  0.0000
H -26.093 13.937 9.757  -0.0002
H -26.132 15.610 9.638  -0.0001
H -24.129 14.702 8.108  0.0000
H -24.406 14.375 6.580  0.0000
H -24.612 13.108 7.702  0.0000
H -28.447 12.760 9.766  0.0000
H -28.527 13.149 8.141  0.0000

Values from the calculation:
- Highest occupied orbital energy (spin up / spin down): -13.36 / -13.36 eV
- Charge: +2
- 2S+1: 4
- M: 556.73 g/mol
- LUMO (spin up / spin down): -8.95 / -7.12 eV
- E: -73939.6328 eV


Record 2
Computed, not measured: the molecule C3H3ClF2, with wB97M-V/def2-TZVPD.

Each line ends with the natural charge from an NBO analysis.
Element x y z (Å)
F 0.801 1.458 1.172  -0.3165
C 0.104 0.365 0.784  0.1648
C 0.612 -0.598 -0.246  0.1674
F 1.723 -0.283 -0.916  -0.3129
C -0.629 0.254 -0.523  -0.3170
Cl -2.235 -0.424 -0.718  -0.0015
H -0.404 -0.111 1.687  0.1852
H 0.402 -1.694 -0.045  0.1881
H -0.373 1.034 -1.194  0.2425

Values from the calculation:
- Highest occupied orbital energy: -10.49 eV
- Relative energy (zero: lowest compared OMol25 entry of this formula, charge and spin): 27.35 kcal/mol
- M: 112.51 g/mol
- LUMO: 0.95 eV
- E: -21115.3701 eV


Record 3
Computed, not measured: a cluster of 4 separate species, C5H12N2O in total, with wB97M-V/def2-TZVPD.

Each line ends with the natural charge from an NBO analysis.
Element x y z (Å)
C -3.178 0.074 -0.474  -0.6216
C -1.689 0.283 -0.061  -0.4144
C -0.844 -1.046 0.302  -0.4355
C 0.200 -0.443 1.018  -0.2581
C 1.191 1.839 0.102  -0.4227
H -3.052 -0.899 -1.200  0.2041
H -3.661 -0.201 0.513  0.2116
H -3.708 0.885 -1.037  0.2263
H -0.911 0.736 -0.778  0.2066
H -1.639 1.167 0.713  0.1852
H -1.479 -1.876 0.857  0.2449
H -0.268 -1.313 -0.790  0.2350
H 0.861 -1.316 1.524  0.2496
H -0.216 0.074 2.004  0.2199
H 0.493 2.523 1.232  0.2626
H 2.820 1.756 -0.124  0.2390
H 0.529 2.316 -1.173  0.2063
N 1.006 0.486 0.233  -0.3808
N 1.741 -0.098 -0.776  0.2360
O 2.115 -1.352 -0.407  -0.3940

Values from the calculation:
- Highest occupied orbital energy: -9.10 eV
- Relative energy (zero: lowest compared OMol25 entry of this formula, charge and spin): 290.30 kcal/mol
- M: 116.16 g/mol
- LUMO: -0.84 eV
- E: -10395.8353 eV


Record 4
Computed, not measured: a structure of composition C39H26F5MgN2O4PS, with wB97M-V/def2-TZVPD.

Each line ends with the Mulliken charge.
Element x y z (Å)
Mg 0.121 -0.080 1.299  0.9685
O -2.528 -1.994 -0.557  -0.8639
S -1.683 -1.939 0.608  1.8093
O -1.933 -0.846 1.555  -0.9680
N -0.162 -1.732 0.303  0.1261
C 0.848 -2.410 -0.335  0.8127
C 0.801 -3.624 -0.975  -0.7750
C 1.962 -4.158 -1.576  -0.8404
C 3.156 -3.497 -1.552  -1.0385
C 3.245 -2.242 -0.900  0.7772
C 4.429 -1.477 -0.831  -0.7786
C 4.429 -0.274 -0.184  -0.9668
C 3.239 0.183 0.415  -0.2519
N 2.114 -0.495 0.376  0.3585
C 2.101 -1.699 -0.284  -0.2279
C -1.828 -3.470 1.469  -0.0997
C -2.459 -4.545 0.856  -0.1736
C -2.462 -5.775 1.502  -0.7055
C -1.834 -5.911 2.734  -0.3700
C -1.210 -4.823 3.335  -0.7569
C -1.199 -3.591 2.704  -0.5899
H -0.137 -4.164 -1.019  0.4816
H 1.896 -5.120 -2.073  0.4062
H 4.037 -3.918 -2.023  0.4109
H 5.334 -1.852 -1.298  0.4428
H 5.325 0.329 -0.117  0.4343
H 3.220 1.133 0.941  0.5293
H -2.942 -4.396 -0.102  0.5140
H -2.951 -6.625 1.041  0.3951
H -1.832 -6.874 3.231  0.3803
H -0.729 -4.938 4.298  0.4380
H -0.717 -2.728 3.154  0.4427
F 2.708 3.214 6.817  -0.3222
C 2.196 2.384 5.900  0.6905
C 1.714 1.141 6.265  -0.0160
F 1.756 0.777 7.549  -0.3065
C 1.199 0.276 5.323  0.1926
F 0.743 -0.916 5.730  -0.3291
C 1.128 0.597 3.959  0.5311
O 0.652 -0.233 3.068  -0.0318
C 1.625 1.871 3.643  0.0147
F 1.580 2.255 2.342  -0.1543
C 2.146 2.746 4.571  -0.1342
F 2.608 3.939 4.182  -0.3089
O -0.527 1.374 0.247  -0.4018
P -0.888 1.766 -1.171  1.4254
C -0.232 0.699 -2.453  0.5578
C 1.125 0.807 -2.774  -0.5094
C 1.686 -0.057 -3.700  -0.8210
C 0.897 -1.031 -4.302  -0.4167
C -0.446 -1.149 -3.974  -0.8979
C -1.016 -0.288 -3.046  -0.4484
C -2.665 1.854 -1.379  0.2636
C -3.222 2.253 -2.595  -0.1063
C -4.596 2.373 -2.716  -0.7819
C -5.413 2.096 -1.625  -0.4975
C -4.860 1.697 -0.417  -0.8961
C -3.482 1.575 -0.287  -0.2458
C -0.219 3.406 -1.504  0.5544
C -0.069 3.916 -2.793  -0.2894
C 0.413 5.203 -2.977  -0.7957
C 0.752 5.982 -1.876  -0.4738
C 0.612 5.476 -0.591  -0.7892
C 0.125 4.189 -0.401  -0.4576
H 1.735 1.563 -2.294  0.4474
H 2.736 0.024 -3.949  0.4319
H 1.336 -1.707 -5.025  0.4177
H -1.050 -1.923 -4.430  0.4387
H -2.056 -0.399 -2.760  0.3477
H -2.583 2.466 -3.446  0.2825
H -5.032 2.681 -3.659  0.4135
H -6.489 2.191 -1.721  0.3938
H -5.501 1.474 0.427  0.4475
H -3.040 1.246 0.643  0.3279
H -0.314 3.304 -3.655  0.3424
H 0.532 5.598 -3.979  0.4146
H 1.132 6.986 -2.024  0.3918
H 0.887 6.080 0.266  0.4363
H 0.026 3.776 0.595  0.3467

Values from the calculation:
- Highest occupied orbital energy: -7.73 eV
- Relative energy (zero: lowest compared OMol25 entry of this formula, charge and spin): 5.31 kcal/mol
- M: 768.98 g/mol
- LUMO: -0.02 eV
- E: -91196.7268 eV


Record 5
Computed, not measured: a structure of composition C18H15CoN4O5S2, with wB97M-V/def2-TZVPD.

Each line ends with the natural charge from an NBO analysis.
Element x y z (Å)
Co -1.228 0.674 0.566  1.2086
S 2.998 0.074 1.342  0.4507
C 2.891 1.608 0.529  -0.2429
C 3.932 2.459 0.173  -0.2144
C 3.606 3.669 -0.405  -0.2068
C 2.267 4.027 -0.603  -0.1905
C 1.234 3.180 -0.257  -0.2370
C 1.554 1.941 0.295  0.1940
N 0.672 0.942 0.714  -0.4594
C 1.287 -0.049 1.312  0.1101
C 0.462 -1.059 1.935  -0.1315
C 0.919 -2.108 2.732  -0.1936
C -0.015 -2.890 3.382  -0.2343
C -1.374 -2.604 3.245  -0.1978
C -1.815 -1.565 2.438  -0.1704
C -0.894 -0.786 1.753  -0.1278
H 4.962 2.187 0.360  0.2245
H 4.392 4.357 -0.684  0.2204
H 2.032 4.999 -1.015  0.2233
H 0.203 3.491 -0.346  0.2722
H 1.980 -2.293 2.858  0.2107
H 0.305 -3.708 4.014  0.2159
H -2.098 -3.207 3.778  0.2149
H -2.875 -1.376 2.335  0.2235
O -3.674 3.190 1.005  -0.9432
S -2.266 2.967 0.923  2.5576
O -1.894 2.229 -0.395  -1.0770
O -1.839 1.807 1.880  -0.9261
O -1.404 4.102 1.103  -0.9753
C -1.722 -4.004 -1.888  -0.3968
N -1.183 -2.652 -1.990  -0.4077
C -0.377 -2.274 -3.005  0.1244
C 0.021 -0.995 -3.153  -0.3897
C -0.401 -0.059 -2.159  0.4953
N -1.070 -0.465 -1.074  -0.6322
C -1.658 -1.716 -1.060  0.7832
O -2.537 -2.028 -0.291  -0.5981
N -0.126 1.233 -2.289  -0.7533
H -1.194 -4.641 -2.593  0.2030
H -2.788 -4.005 -2.110  0.2229
H -1.583 -4.374 -0.876  0.2313
H -0.096 -3.051 -3.704  0.2194
H 0.624 -0.684 -3.992  0.2357
H 0.385 1.559 -3.089  0.4051
H -0.615 1.902 -1.694  0.4592

Values from the calculation:
- Highest occupied orbital energy (spin up / spin down): -8.77 / -8.77 eV
- Relative energy (zero: lowest compared OMol25 entry of this formula, charge and spin): 0.00 kcal/mol
- M: 490.41 g/mol
- LUMO (spin up / spin down): -0.59 / -0.54 eV
- E: -94406.5184 eV


Record 6
Computed, not measured: a structure of composition BCsF4, with wB97M-V/def2-TZVPD.

Each line ends with the Mulliken charge.
Element x y z (Å)
Cs 0.000 -2.613 1.296  1.0176
B -0.013 0.486 -0.272  0.6137
F 0.900 -0.564 -0.275  -0.4345
F 0.507 1.573 0.470  -0.3806
F -0.217 1.041 -1.592  -0.3917
F -1.176 0.076 0.373  -0.4245

Values from the calculation:
- Highest occupied orbital energy: -10.87 eV
- Relative energy (zero: lowest compared OMol25 entry of this formula, charge and spin): 5.45 kcal/mol
- M: 219.71 g/mol
- LUMO: -0.98 eV
- E: -12101.2110 eV


Look up the M of the fifth one.
490.41 g/mol


M of number 2 (C3H3ClF2)?
112.51 g/mol